30
Properties=species:S:1:pos:R:3:forces:R:3:nbo_charge:R:1 method="wB97M-V/def2-TZVPD" orbital_gap_ev="8.83 / 8.83" energy_ev=-16570.870 lumo_energy_ev="-3.772 / -3.772" multiplicity=1 charge=+1 relative_energy_kj_mol=271.0
C 2.74253 1.24891 1.86721 -0.068 0.821 0.922 0.6313
C -0.23284 -0.90603 -1.74880 0.627 0.708 -0.290 -0.4228
C -0.44239 -1.15092 0.72257 3.002 -0.714 2.112 -0.4571
C 1.42539 0.47150 -0.29587 1.220 0.098 -1.021 -0.4924
C -1.51357 0.00366 -1.71526 1.150 0.215 0.498 -0.2367
C -1.92109 -1.03421 0.43599 -0.218 -0.718 -2.751 -0.2271
C 0.58032 -0.82769 -0.39835 -0.322 -1.006 -2.232 -0.2029
C 1.52803 1.21290 0.98300 -1.399 -0.682 0.817 0.1172
N 3.89316 0.66033 1.41887 1.047 -0.994 0.774 -0.8188
N -0.78013 1.85917 1.12015 -1.947 1.526 -0.500 -0.6764
N 0.45984 1.79472 1.51948 1.087 -0.268 0.534 -0.1594
N -2.01081 0.22636 -0.35806 -1.887 0.700 1.240 -0.5783
O 2.67955 1.89843 2.90471 0.086 -0.340 -0.629 -0.5882
H -0.49536 -1.98640 -1.83118 0.021 0.884 -0.387 0.2264
H 0.40935 -0.57769 -2.64292 -0.974 -0.730 1.234 0.2447
H -0.09272 -0.36960 1.52144 -1.145 -2.378 -0.595 0.2261
H -0.10561 -2.24754 0.91366 -1.216 1.950 0.769 0.2569
H 2.47537 0.30333 -0.74351 -1.644 0.206 0.829 0.2592
H 0.98701 1.20991 -0.94643 -0.372 0.377 -0.700 0.2384
H -1.27587 1.04712 -2.00117 -0.389 -0.849 -1.049 0.2243
H -2.37885 -0.51400 -2.11114 0.278 0.307 -1.505 0.2225
H -2.23754 -1.90654 -0.34750 0.307 1.828 2.308 0.2102
H -2.58728 -0.91407 1.29220 0.305 -0.607 -0.019 0.2432
H 1.28728 -1.70847 -0.52806 -0.643 1.205 0.628 0.2310
H 3.85134 -0.28648 0.98019 0.042 1.433 0.421 0.4084
H 4.70903 0.79119 2.08992 -1.616 -0.345 -1.206 0.4322
H -1.43752 2.56403 1.58283 2.196 -1.088 -0.045 0.3941
H -1.54552 1.14575 0.25280 1.263 -1.429 -0.396 0.4388
H 0.60955 2.10485 2.47694 0.736 0.567 0.163 0.4460
H -2.98502 0.56723 -0.45538 0.470 -0.677 0.077 0.4093


118
Properties=species:S:1:pos:R:3:forces:R:3:lowdin_charge:R:1 method="wB97M-V/def2-TZVPD" orbital_gap_ev=5.98 energy_ev=-183308.055 lumo_energy_ev=3.865 multiplicity=1 charge=-2 relative_energy_kj_mol=34.7
K -0.18666 0.30647 0.12187 -0.847 -0.117 -0.767 0.5096
C -6.49191 2.72540 -0.97732 0.139 0.027 0.063 -0.1029
C -5.29980 3.41874 -0.31416 -0.048 -0.082 -0.048 -0.2775
N -4.52829 2.53169 0.52984 -0.139 -0.052 -0.212 -0.0573
C -3.61592 1.62805 0.02231 0.091 -0.123 0.114 -0.9059
S -3.11866 0.39544 1.08260 0.100 -0.138 0.090 0.4985
N -3.32624 1.81397 -1.25282 -0.653 0.727 -0.351 -0.0417
N -2.18574 1.36998 -1.77366 0.361 -0.427 0.293 0.0256
C -2.14101 1.30311 -3.06278 -0.494 0.136 0.058 -0.3146
C -3.35138 1.56005 -3.92651 0.121 0.012 0.117 -0.0544
C -0.84162 1.08177 -3.69483 0.433 -0.058 -0.233 -0.2358
C -0.62882 1.45027 -5.03356 -0.090 -0.007 0.085 -0.0268
C 0.61972 1.28830 -5.59936 0.113 -0.049 0.071 -0.0798
C 1.64808 0.76726 -4.82914 -0.050 0.072 -0.123 -0.0746
C 1.35419 0.43573 -3.51670 0.051 -0.018 0.078 -0.1810
N 0.15936 0.56670 -2.96267 -0.151 0.137 0.081 0.1039
H -7.02303 3.40892 -1.64498 -0.021 -0.007 0.002 0.0585
H -6.12893 1.87551 -1.55597 -0.037 -0.001 -0.018 0.0566
H -7.19169 2.35940 -0.22229 -0.028 -0.012 -0.032 0.0617
H -4.63091 3.79873 -1.08358 0.001 0.071 0.047 0.0962
H -5.64393 4.25783 0.29728 0.033 0.018 -0.008 0.1005
H -4.96973 2.19550 1.36875 0.034 0.022 0.101 0.0839
H -4.24493 1.32484 -3.35195 0.009 0.026 -0.029 0.0523
H -3.41469 2.61487 -4.21632 -0.049 -0.005 -0.024 0.0791
H -3.33040 0.94962 -4.83011 0.032 0.014 -0.038 0.0664
H -1.42891 1.88912 -5.61298 -0.039 -0.032 0.027 0.0954
H 0.79497 1.57911 -6.62838 -0.009 -0.004 -0.009 0.0976
H 2.64035 0.62818 -5.23693 0.021 -0.021 0.074 0.0979
H 2.12658 0.05325 -2.85560 0.027 -0.052 -0.087 0.0685
C 2.44847 -0.88314 1.86921 0.253 -0.087 0.194 -0.1432
O 1.86197 0.29324 1.35284 0.980 -0.475 0.519 -0.4469
Si 1.95623 1.77691 2.12548 -0.083 0.750 -0.244 0.2661
C 0.86095 1.63570 3.66999 -0.037 0.052 -0.219 -0.1535
C 3.72575 1.93587 2.82992 -0.090 -0.107 -0.265 -0.1624
C 1.41617 2.93954 0.83280 0.485 0.274 0.640 -0.4446
Si 2.60555 3.19574 -0.52588 -0.074 0.120 -0.022 0.3685
C 1.79631 3.75089 -2.16328 -0.047 0.004 0.106 -0.1873
C 3.60187 1.63156 -0.95818 -0.086 -0.054 0.085 -0.1901
C 3.97844 4.50582 -0.22101 -0.165 -0.077 0.069 -0.1952
Si 0.50719 4.40797 1.42077 -0.148 -0.008 -0.006 0.3563
C 1.37055 5.39939 2.82115 0.025 -0.143 -0.141 -0.1962
C -1.21902 4.03044 2.11794 0.193 -0.022 -0.048 -0.1769
C 0.21652 5.69508 0.04813 0.088 -0.130 -0.019 -0.1984
H 3.54492 -0.81729 1.87589 -0.042 0.067 -0.007 0.0863
H 2.15846 -1.72547 1.24988 -0.082 -0.016 0.023 0.0467
H 2.11008 -1.09030 2.89068 -0.011 0.008 -0.021 0.0876
H 1.26195 0.90233 4.37478 0.049 -0.020 -0.033 0.0234
H -0.14970 1.31947 3.39502 0.002 0.026 0.026 0.0305
H 0.77988 2.59188 4.19329 0.006 -0.017 0.017 0.0124
H 3.94443 1.19914 3.60877 -0.046 -0.020 -0.004 0.0185
H 3.88611 2.93275 3.24854 -0.078 0.021 -0.005 0.0200
H 4.45410 1.79795 2.02462 0.039 0.027 0.040 0.0097
H 0.79338 3.32429 -2.24939 -0.002 -0.008 -0.020 0.0169
H 2.37216 3.42997 -3.03622 0.064 -0.020 0.020 0.0130
H 1.69846 4.83919 -2.21008 -0.006 -0.050 0.000 0.0076
H 2.96444 0.75418 -0.83840 0.024 -0.048 -0.017 -0.0019
H 4.45310 1.50083 -0.28352 -0.014 -0.025 0.017 0.0225
H 3.98766 1.65370 -1.98241 -0.010 0.088 -0.006 0.0244
H 3.54142 5.48743 -0.01078 0.008 -0.012 -0.009 0.0042
H 4.65572 4.61358 -1.07508 -0.032 -0.030 -0.044 0.0124
H 4.57732 4.22259 0.65032 -0.013 -0.006 0.004 0.0105
H 1.51868 4.75477 3.69331 0.016 0.035 0.013 0.0023
H 0.79884 6.27568 3.14347 -0.051 -0.012 -0.030 0.0105
H 2.35931 5.73677 2.49440 -0.003 -0.004 -0.005 0.0105
H -1.14754 3.45026 3.04128 -0.054 -0.003 -0.034 0.0089
H -1.80386 3.44105 1.40758 -0.019 -0.014 0.014 0.0079
H -1.77877 4.94475 2.34048 0.043 0.041 -0.009 0.0193
H 1.16615 6.08452 -0.33176 -0.048 0.028 -0.002 0.0046
H -0.38034 6.54132 0.39936 -0.004 -0.020 0.088 0.0161
H -0.31044 5.23094 -0.78994 0.001 0.036 0.010 0.0223
N -1.89664 -2.13800 -2.02976 0.019 -0.064 0.067 0.0373
H -1.68008 -2.23854 -1.03712 -0.031 -0.019 0.051 -0.0286
H -1.55358 -1.21386 -2.27879 -0.047 -0.001 -0.048 -0.0365
H -2.90919 -2.08568 -2.07506 -0.020 0.074 0.019 0.0233
F -1.84311 -6.25369 4.46275 -0.025 -0.029 0.019 0.0614
C -1.41770 -5.33685 3.56106 0.044 0.014 -0.056 -0.1705
C -2.29312 -4.77041 2.64971 0.091 -0.045 0.054 -0.1653
F -3.57831 -5.17367 2.64461 -0.097 -0.004 -0.012 0.0837
C -1.85859 -3.82438 1.75043 0.115 0.203 -0.065 -0.1463
F -2.74703 -3.34057 0.86024 -0.045 -0.029 -0.009 0.0691
C -0.51879 -3.33708 1.68289 -0.128 -0.470 0.171 -0.3274
O -0.13716 -2.47931 0.83111 0.024 0.310 0.050 -0.1630
C 0.33541 -3.99138 2.62027 -0.029 0.187 -0.199 -0.1371
F 1.65567 -3.70222 2.61442 0.051 0.025 0.018 0.0753
C -0.09520 -4.93622 3.52529 -0.139 -0.020 -0.034 -0.1693
F 0.78130 -5.49294 4.38430 0.083 -0.046 0.056 0.0810
C 2.26973 -4.10749 -6.12306 0.010 -0.015 -0.018 -0.1198
C 1.17115 -4.63783 -5.46230 0.010 0.013 -0.072 -0.1019
C 0.82787 -4.18107 -4.19765 -0.078 0.087 0.065 -0.0976
C 1.57901 -3.19763 -3.55774 0.013 -0.010 -0.121 -0.3272
C 2.66314 -2.65793 -4.24650 -0.032 0.035 0.091 -0.1248
C 3.00971 -3.10596 -5.51213 0.020 0.011 -0.058 -0.1044
As 1.12166 -2.57482 -1.71967 0.345 -0.356 -0.275 1.4072
C 2.93480 -2.92670 -1.06606 0.154 -0.166 0.186 -0.3065
C 4.04682 -2.10316 -1.15337 -0.065 0.123 -0.038 -0.1084
C 5.25108 -2.48264 -0.57700 0.040 -0.037 0.007 -0.0935
C 5.33895 -3.68464 0.11197 0.023 -0.026 0.041 -0.0966
C 4.23441 -4.51678 0.21018 -0.012 0.016 0.001 -0.0304
C 3.03399 -4.15104 -0.38951 0.045 0.120 -0.012 -0.1893
C 1.80149 -4.95270 -0.39521 -0.143 -0.051 -0.050 -0.1919
C 1.64872 -6.20510 0.19320 0.039 0.044 0.011 -0.0328
C 0.43486 -6.86713 0.10914 -0.012 -0.045 -0.008 -0.0929
C -0.63383 -6.28093 -0.55790 0.016 -0.022 -0.001 -0.0852
C -0.49255 -5.02739 -1.13712 -0.070 0.073 -0.020 -0.1084
C 0.72296 -4.36372 -1.06466 -0.062 -0.148 0.111 -0.3119
H 2.55035 -4.47116 -7.10476 -0.028 0.008 -0.003 0.0880
H 0.57910 -5.41301 -5.93528 -0.013 0.001 0.026 0.0930
H -0.03662 -4.59731 -3.69853 -0.014 -0.047 0.009 0.0858
H 3.26269 -1.88443 -3.78295 0.048 0.000 0.008 0.0800
H 3.86332 -2.67412 -6.02256 0.004 0.001 0.021 0.0935
H 3.98012 -1.14180 -1.64770 0.004 0.048 0.012 0.0774
H 6.11653 -1.83471 -0.64652 -0.028 0.034 -0.001 0.0961
H 6.27050 -3.96993 0.58705 -0.004 0.005 -0.009 0.0920
H 4.30907 -5.44335 0.76643 -0.009 -0.015 -0.019 0.1003
H 2.47349 -6.65941 0.72940 -0.003 -0.001 0.007 0.1012
H 0.31527 -7.83877 0.57379 0.004 0.015 0.016 0.0942
H -1.58490 -6.79749 -0.61104 -0.013 0.031 0.016 0.0993
H -1.33370 -4.54339 -1.61882 0.000 -0.016 -0.005 0.0856


43
Properties=species:S:1:pos:R:3:forces:R:3:nbo_charge:R:1 method="wB97M-V/def2-TZVPD" orbital_gap_ev=8.28 energy_ev=-31323.891 lumo_energy_ev=-4.277 multiplicity=1 charge=+1
C -1.35566 -3.18702 -4.55347 -0.308 0.117 0.244 -0.7342
C -0.46491 -1.98635 -4.62372 0.148 0.434 -0.770 0.8048
O -0.55171 -1.12143 -5.44887 -0.052 -0.227 0.442 -0.5248
O 0.53117 -1.96461 -3.67240 -0.090 -0.177 0.484 -0.5533
C 0.23281 -1.07630 -2.58844 0.090 0.070 -0.452 -0.0592
C 1.04659 -1.48160 -1.37007 -0.036 0.104 0.309 -0.4244
C 0.26900 -1.31540 -0.04958 0.114 0.222 -0.196 -0.3999
C 1.18987 -0.86713 1.08365 0.056 -0.113 0.062 -0.4060
C 0.53424 -0.50278 2.44478 0.396 0.618 0.291 -0.1066
C 1.29915 -1.18053 3.58069 -0.287 -0.144 -0.155 0.9838
F 0.65863 -1.04891 4.74807 -0.112 0.104 0.281 -0.3195
F 1.46371 -2.48144 3.35639 -0.111 -0.346 -0.011 -0.3069
F 2.50697 -0.63702 3.71745 0.302 0.190 -0.032 -0.3096
C -0.98759 -0.72318 2.52153 0.160 -0.461 -0.618 -0.2346
N -1.48567 0.54882 1.96278 0.229 0.070 -0.022 -0.4476
C -0.61310 1.50428 1.96610 -0.344 -0.105 -0.047 0.5370
C -0.81056 2.81934 1.32120 -0.101 -0.350 -0.306 -0.4908
C 0.10303 2.90656 0.07888 0.148 0.100 -0.089 -0.4252
C -0.06435 4.22930 -0.65332 -0.100 -0.068 -0.039 0.0574
F -1.17136 4.13670 -1.49215 0.145 0.060 0.230 -0.3572
C 0.59395 1.03708 2.69096 -0.462 -0.398 0.289 -0.4887
H -0.95168 -3.98260 -5.17599 0.054 -0.037 -0.021 0.2606
H -2.33931 -2.90530 -4.92230 0.035 -0.104 -0.156 0.2447
H -1.44788 -3.54913 -3.53085 0.100 -0.079 -0.021 0.2210
H 0.47139 -0.06039 -2.91508 -0.060 0.065 0.105 0.1916
H -0.84322 -1.10246 -2.38094 -0.023 -0.146 0.074 0.1628
H 1.35708 -2.51658 -1.49453 0.072 -0.031 -0.003 0.2407
H 1.94724 -0.86855 -1.31224 0.100 -0.101 -0.139 0.2076
H -0.21594 -2.25671 0.20922 -0.093 -0.023 -0.040 0.2152
H -0.51652 -0.57122 -0.21213 -0.078 0.010 0.036 0.1781
H 1.91801 -1.65963 1.25435 0.036 0.003 -0.021 0.2505
H 1.77292 -0.00730 0.74855 -0.017 0.026 -0.032 0.2115
H -1.37470 -0.89892 3.52148 0.041 0.199 0.131 0.2541
H -1.30979 -1.53808 1.87573 -0.105 0.049 0.107 0.2449
H -2.41717 0.62243 1.57327 -0.015 0.177 -0.018 0.4439
H -1.84648 2.90824 0.99099 -0.035 0.217 0.144 0.2460
H -0.55575 3.61268 2.02353 -0.048 0.035 0.054 0.2651
H -0.14924 2.11384 -0.62887 0.035 -0.044 0.010 0.2293
H 1.15473 2.78093 0.34346 -0.023 0.021 0.137 0.2234
H -0.23351 5.05497 0.04060 -0.011 0.034 -0.036 0.1733
H 0.81639 4.45287 -1.25604 -0.104 -0.058 -0.096 0.1921
H 1.52704 1.54768 2.48718 0.037 -0.058 -0.197 0.2712
H 0.31221 1.21486 3.74016 0.316 0.146 0.086 0.2783


7
Properties=species:S:1:pos:R:3:forces:R:3:nbo_charge:R:1 method="wB97M-V/def2-TZVPD" orbital_gap_ev="8.21 / 7.66" energy_ev=-19338.143 lumo_energy_ev="-1.421 / -0.792" multiplicity=1 charge=0 relative_energy_kj_mol=381.3
C -0.27816 -0.23942 1.44340 -1.800 0.912 0.440 -0.1389
C 0.69436 -0.06367 0.74935 1.881 0.156 -0.570 -0.1940
C 1.92720 0.02682 0.04624 -0.019 -0.360 -0.030 -0.4375
I 3.07500 -1.79297 -0.01810 -0.503 0.824 0.063 0.2256
I 3.13218 1.83155 -0.02059 -1.054 -1.131 0.098 0.2399
H -1.26666 -0.08237 1.91588 1.334 -0.595 -0.477 0.2547
H 1.09227 -0.34415 -2.14064 0.161 0.194 0.477 0.0500